Entry from the OMol25 dataset: a structure of composition C4H10N2Si in a non-equilibrium geometry (ωB97M-V with the def2-TZVPD basis set).

CARTESIAN COORDINATES (ANGSTROEM)
C (0.166165, -1.553427, 0.345122)
C (-0.543127, -0.813054, 1.266199)
C (0.933624, -1.565075, -1.964843)
C (-0.356441, 2.561729, 1.964700)
N (0.305541, -0.943915, -0.843734)
N (-1.045517, 0.346952, 0.840739)
Si (-0.490002, 0.650567, -0.755721)
H (0.522339, -2.561190, 0.490122)
H (-0.771392, -1.158724, 2.261637)
H (1.350317, -2.536241, -1.690738)
H (0.208055, -1.711742, -2.768649)
H (1.736324, -0.931296, -2.346585)
H (0.558904, 2.774542, 1.456780)
H (-1.258323, 3.023922, 1.634727)
H (-0.317544, 2.121360, 2.937166)
H (0.554707, 1.628208, -1.066330)
H (-1.553629, 0.667382, -1.760591)

Atoms 1-2, force components in eV/Å:
0.4 -0.6 -0.2
-0.8 1.0 0.1

Computed properties:
Kohn-Sham gap (spin up / spin down) in eV: 7.17 / 7.82
E_HOMO (spin up / spin down) in eV: -7.32 / -7.00
E in Ha: -557.303610
LUMO (spin up / spin down) in hartree: -0.006 / 0.030
Energy relative to the best compared isomer or geometry (same formula, charge and spin) in kcal/mol: 67.82

Entry from the OMol25 dataset: a structure of composition C11H13ClO3Ru in a non-equilibrium geometry (ωB97M-V with the def2-TZVPD basis set).

CARTESIAN COORDINATES (ANGSTROEM)
Cl (0.143049, 2.665199, -0.837586)
C (-1.872090, -0.681932, -1.353261)
C (-1.027608, -1.818664, -1.123867)
C (0.220070, -1.570293, -1.726431)
H (-1.311320, -2.708233, -0.579925)
C (0.199217, -0.270311, -2.361204)
C (-1.137928, 0.259352, -2.142554)
H (-1.505852, 1.173313, -2.567981)
H (-2.898779, -0.578627, -1.044488)
H (1.067310, -2.234994, -1.775661)
C (1.246398, 0.326230, -3.213394)
Ru (-0.058812, 0.439681, -0.306468)
C (1.764759, 0.547573, 0.213072)
O (2.766841, 0.790814, 0.704040)
C (-1.003019, 1.144053, 1.091553)
O (-1.517240, 1.644590, 2.012546)
H (2.239319, 0.075024, -2.839793)
H (1.151939, 1.408528, -3.209452)
H (1.192777, -0.007764, -4.253240)
C (1.037948, 0.766350, 4.111656)
C (0.099953, -0.158924, 3.384860)
C (-0.976376, -0.847398, 4.150760)
O (0.262981, -0.457106, 2.160798)
H (0.975219, 0.721451, 5.220890)
H (0.918178, 1.822737, 3.769732)
H (2.060437, 0.495775, 3.761329)
H (-1.977104, -0.499368, 3.793039)
H (-0.934800, -1.901338, 3.788862)
H (-0.908966, -0.790419, 5.260266)

Atoms 1-2, force components in eV/Å:
0.1 0.8 -0.1
0.9 0.8 0.2

Computed properties:
Kohn-Sham gap (spin up / spin down) in eV: 6.65 / 5.27
Spin multiplicity: 5
E_HOMO (spin up / spin down) in eV: -15.97 / -17.22
Expectation value of S²: 6.036
E in Ha: -1206.943804
Total charge: +2
LUMO (spin up / spin down) in hartree: -0.342 / -0.439

Entry from the OMol25 dataset: a cluster of 2 separate species, C2H8NO in total in a non-equilibrium geometry (ωB97M-V with the def2-TZVPD basis set).

CARTESIAN COORDINATES (ANGSTROEM)
O (0.643396, 2.596275, 0.928224)
H (-0.164270, 3.067644, 1.137163)
H (1.104683, 2.732207, 1.761633)
H (-0.293022, -2.222722, 0.693150)
C (-0.721221, -1.899589, -0.337347)
C (-0.487488, -0.466490, -0.706030)
N (0.623976, 0.001844, -0.319654)
H (-0.165282, -2.478482, -1.120138)
H (-1.718316, -2.027833, -0.659286)
H (-1.111061, 0.233300, -1.263904)
H (1.399964, -0.562966, 0.156969)
H (0.888644, 1.026816, -0.270784)

Atoms 1-2, force components in eV/Å:
0.0 0.0 0.4
-0.6 0.2 -0.5

Computed properties:
Kohn-Sham gap in eV: 11.36
E_HOMO in eV: -16.12
E in Ha: -210.718148
Total charge: +1
LUMO in hartree: -0.175
Energy relative to the best compared isomer or geometry (same formula, charge and spin) in kcal/mol: 21.94

Entry from the OMol25 dataset: a cluster of 2 separate species, C4H12N2 in total in a non-equilibrium geometry (ωB97M-V with the def2-TZVPD basis set).

CARTESIAN COORDINATES (ANGSTROEM)
C (1.668484, -0.199000, -0.993082)
N (0.706024, -0.583717, 0.021645)
C (-0.546510, -0.175990, -0.091508)
C (-1.548016, -0.911082, 0.783314)
C (-1.111305, 0.310414, -1.415294)
H (1.417741, -0.683383, -1.944425)
H (1.715095, 0.881682, -1.157274)
H (2.663702, -0.527324, -0.684361)
H (-1.143971, -0.994416, 1.794938)
H (-2.487511, -0.355971, 0.836830)
H (-1.747734, -1.912795, 0.392996)
H (-1.186663, -0.519702, -2.123778)
H (-0.486070, 1.085788, -1.861192)
H (-2.123066, 0.695454, -1.268800)
N (0.992603, 1.127015, 2.070371)
H (0.206752, 1.110506, 1.225762)
H (1.937820, 1.518570, 2.101996)
H (1.072626, 0.133950, 2.311863)

Atoms 1-2, force components in eV/Å:
0.0 -0.1 0.1
-2.7 1.0 -0.2

Computed properties:
Kohn-Sham gap in eV: 9.04
E_HOMO in eV: -8.46
E in Ha: -269.038168
LUMO in hartree: 0.021
Structure (SMILES): CN=C(C)C.N
Energy relative to the best compared isomer or geometry (same formula, charge and spin) in kcal/mol: 49.06